A single C17H20N2O molecule in a non-equilibrium geometry, computed with the ωB97M-V functional and the def2-TZVPD basis.

Last column: Mulliken charge in e.
Positions of all 40 atoms, in Å:
C (0.54717, 0.06226, -0.82533)  -0.5841
H (2.74430, 3.82761, 3.89976)  0.3876
H (3.91946, -0.27978, 3.18923)  0.4419
H (0.78629, -2.19937, -2.86867)  0.2192
H (-2.40034, -0.70599, -4.10980)  0.2437
H (0.51312, 4.59614, 3.08783)  0.2841
H (-1.29746, -3.64856, -4.28631)  0.3197
C (-0.03938, 1.18530, 1.37544)  -0.4611
C (1.11865, 1.36557, 2.19492)  0.5195
C (-2.40314, -1.76885, -3.70090)  -0.6057
H (4.42570, 1.93594, 4.09385)  0.3615
H (-0.58731, -2.02407, -4.73357)  0.2441
C (-1.13010, -2.57650, -3.92922)  -0.4901
H (-2.02088, 2.03009, 0.82573)  0.2566
H (-0.23802, -3.41762, -1.93776)  0.4307
C (0.31393, 3.59098, 2.65680)  -0.5383
C (-0.28198, -2.53461, -2.59538)  -0.9439
H (-1.55420, -0.85351, 1.74088)  0.3785
C (3.24417, 0.51339, 3.02866)  -0.8603
C (2.56946, 2.88850, 3.42201)  -1.0076
C (1.36318, 2.62922, 2.75702)  0.9546
C (3.46865, 1.81581, 3.61153)  -0.3398
C (-0.65950, -0.02873, -1.84847)  -1.1875
H (-2.22066, 0.03285, 0.26198)  0.3861
H (1.04594, 1.10758, -0.86246)  0.4315
N (-0.87498, 3.34198, 2.11460)  -0.6406
O (-2.46162, -1.68560, -2.25786)  -0.5500
C (-1.11117, 2.16753, 1.49320)  -0.0071
N (-0.13642, 0.03817, 0.50966)  0.5131
H (-2.36845, -2.39858, -0.12729)  0.5263
H (1.31851, -0.69107, -0.89286)  0.2737
C (2.07506, 0.33098, 2.39486)  -0.2606
C (-1.13276, -1.55731, -1.69117)  1.4410
H (-3.27199, -2.17805, -4.20429)  0.3685
H (-0.62792, -2.52826, 0.30985)  0.4382
C (-1.39688, -1.91448, -0.15332)  -1.3576
H (-0.18616, 0.09887, -2.89210)  0.3294
H (1.83882, -0.63187, 2.00283)  0.4689
C (-1.44481, -0.61883, 0.65725)  -0.8361
H (-1.44626, 0.68292, -1.71115)  0.4516

Results
Electronic energy   -844.46748 Ha
SMILES string   c1ccc2c(N3CCC4(CCCO4)CC3)cncc2c1